Here is the ion HN2O4 with charge +1 at a distorted geometry from OMol25. Energies are from ωB97M-V/def2-TZVPD.

Element x y z (Å)
O (2.1932, 0.6459, -1.7364)
N (1.6229, 0.5243, -0.7720)
N (1.2530, 0.2319, 0.2697)
O (0.2013, 0.2555, 1.0326)
O (-1.1002, 0.2660, 0.2832)
O (-1.7223, -0.8647, 0.1717)
H (-2.4477, -1.0589, 0.7512)

- Charge: +1
- Energy relative to the best compared isomer or geometry (same formula, charge and spin): 3.205 eV

Löwdin atomic charge list, values in e, 2 entries: O 0.38; N 0.04


Here is a structure of composition HN2O4S at a distorted geometry from OMol25. Energies are from ωB97M-V/def2-TZVPD.

Element x y z (Å)
N (0.4161, -0.0191, -0.1918)
N (1.0917, 1.1076, -0.0523)
O (2.2580, 1.1697, 0.3453)
O (-1.6469, -1.1324, 1.1378)
O (0.5145, 2.1497, -0.2937)
O (-1.7714, -1.6484, -1.2754)
S (-1.6307, -0.6229, -0.2116)
H (0.7687, -1.0042, 0.5418)

- Charge: -1
- Energy relative to the best compared isomer or geometry (same formula, charge and spin): 2.455 eV

Löwdin atomic charge list, values in e, 2 entries: N -0.11; N -0.63


Here is the ion HN2O4S with charge -1 at a distorted geometry from OMol25. Energies are from ωB97M-V/def2-TZVPD.

Element x y z (Å)
N (-0.2587, 0.2186, 0.1377)
N (-1.3039, -0.5654, 0.1414)
O (-2.3749, -0.1852, -0.3457)
O (1.8100, 0.8091, 1.1450)
O (-1.1543, -1.7163, 0.5454)
O (1.8761, 0.3952, -1.2742)
S (1.6383, -0.1265, 0.0632)
H (-0.2326, 1.1705, -0.4127)

- Charge: -1
- Energy relative to the best compared isomer or geometry (same formula, charge and spin): 1.649 eV

Löwdin atomic charge list, values in e, 2 entries: N -0.09; N -0.56


Here is the ion HN2O4S with charge -1 at a distorted geometry from OMol25. Energies are from ωB97M-V/def2-TZVPD.

Element x y z (Å)
N (0.4747, 0.0595, -0.0522)
N (0.5475, -0.2721, -1.3111)
O (-0.6322, 1.5795, 1.8202)
O (1.4312, -0.8940, -1.8308)
O (-0.4388, 0.1672, -2.0039)
O (-1.3507, -0.6927, 1.7298)
S (-1.2152, 0.5413, 0.9319)
H (1.1836, -0.4886, 0.7163)

- Charge: -1
- Energy relative to the best compared isomer or geometry (same formula, charge and spin): 1.828 eV

Löwdin atomic charge list, values in e, 2 entries: N -0.10; N -0.59


Number 1: orbital gap 0.345 Ha. Number 2: orbital gap 0.329 Ha. Number 3: orbital gap 0.333 Ha. Number 4: orbital gap 0.344 Ha.